(1)
Molecular formula: C19H31ClMnN2S
Method: DFT, the ωB97M-V functional and the def2-TZVPD basis

Last column: Mulliken charge in e.
Geometry (Å):
C -0.471 4.007 -4.110  1.010
C -1.975 4.097 -4.405  -1.417
C 0.081 5.363 -3.647  -1.413
C 0.303 3.472 -5.322  -1.407
Cl -0.234 2.791 -2.740  -0.183
H -0.017 6.130 -4.425  0.387
H 1.144 5.287 -3.395  0.369
H -0.456 5.724 -2.763  0.372
H -2.189 4.796 -5.224  0.401
H -2.528 4.447 -3.526  0.362
H -2.377 3.120 -4.697  0.372
H 0.218 4.135 -6.191  0.398
H -0.075 2.488 -5.621  0.370
H 1.369 3.372 -5.088  0.357
C -0.949 0.464 1.935  0.122
C -0.067 1.590 1.705  -0.795
C -0.424 2.164 0.427  -0.650
H 0.641 1.992 2.420  0.598
C -1.579 1.450 -0.069  -0.278
C -1.923 0.442 0.877  -0.539
H -2.799 -0.204 0.839  0.560
H -0.945 -0.176 2.812  0.454
H 0.013 3.043 -0.030  0.817
H -2.166 1.736 -0.932  0.556
C 1.589 -1.141 -0.729  -0.894
C 2.127 -0.841 0.560  0.243
C 2.281 0.573 0.673  -0.757
H 2.426 -1.585 1.297  0.493
C 1.863 1.165 -0.577  -0.471
C 1.460 0.101 -1.465  -0.313
H 1.186 0.205 -2.504  0.553
H 1.370 -2.136 -1.120  0.609
H 2.731 1.096 1.520  0.559
H 1.932 2.205 -0.868  0.718
Mn 0.200 0.219 0.181  0.039
C 1.484 -4.431 0.762  -0.977
N 0.799 -4.021 1.989  0.164
C 1.109 -4.809 3.181  -1.024
C -0.287 -3.206 1.957  0.447
S -0.910 -2.575 0.483  -0.449
N -0.973 -2.976 3.125  0.077
C -0.318 -2.645 4.403  -1.235
C -2.409 -2.688 3.077  -1.045
H 1.721 -5.501 0.827  0.470
H 2.421 -3.869 0.632  0.259
H 0.832 -4.253 -0.099  0.323
H 1.734 -4.236 3.878  0.330
H 0.189 -5.135 3.683  0.349
H 1.673 -5.690 2.870  0.403
H -0.962 -1.941 4.947  0.418
H -0.225 -3.544 5.029  0.388
H 0.667 -2.181 4.265  0.393
H -2.617 -1.622 3.250  0.302
H -2.777 -2.977 2.090  0.421
H -2.910 -3.288 3.851  0.384

## Properties
Multiplicity: 4
<S²>: 3.99
E_HOMO (alpha / beta) in eV: -14.5 / -14.5
Net charge: +2
Energy relative to the best compared isomer or geometry (same formula, charge and spin) in kJ/mol: 0.0
Energy in eV: -77846.6314
Frontier orbital gap (alpha / beta) in eV: 6.1 / 6.0

***

(2)
Molecular formula: C48H132HfO54
Method: DFT, the ωB97M-V functional and the def2-TZVPD basis

Last column: Mulliken charge in e.
Geometry (Å):
Hf 3.708 2.403 -1.733  2.165
C 0.479 -0.846 -0.632  -0.710
C -0.709 -0.667 0.018  0.649
C -1.133 0.647 0.618  -0.486
O -2.232 0.872 1.257  -1.697
C -0.330 1.719 0.468  0.670
C 0.992 1.665 -0.195  -0.354
C 1.417 0.259 -0.799  -0.612
O 2.512 0.321 -1.375  -0.788
O 1.834 2.562 -0.429  2.262
O -1.365 -1.777 0.126  1.274
H 0.776 -1.861 -0.855  0.741
H -0.619 2.682 0.863  -0.126
C 6.887 5.301 -6.398  -0.644
C 6.494 5.015 -5.139  0.051
C 5.530 3.853 -4.781  -0.362
O 4.900 3.690 -3.643  -0.705
C 5.088 2.967 -5.668  -0.141
C 5.609 3.063 -7.019  -0.007
C 6.475 4.401 -7.454  0.417
O 6.787 4.550 -8.615  -0.662
O 5.474 2.230 -7.898  -0.652
O 6.940 5.838 -4.214  -0.838
H 7.485 6.166 -6.643  0.438
H 4.378 2.190 -5.426  0.733
O 5.037 0.648 -2.709  -0.456
H 4.957 -0.253 -2.396  -0.196
H 5.807 0.638 -3.277  0.273
O -1.309 -2.199 -2.848  2.578
H -2.154 -2.621 -2.695  -0.135
H -0.916 -2.126 -1.978  -1.132
O 2.303 4.266 -2.401  -0.416
H 2.013 4.524 -3.276  0.330
H 1.763 4.786 -1.806  -0.130
O 4.159 1.479 0.408  1.950
H 3.748 1.661 1.253  -1.076
H 4.900 0.911 0.619  -0.044
O -1.053 4.868 -3.776  -0.381
H -1.189 5.423 -4.544  0.238
H -0.821 5.479 -3.077  0.206
O 2.324 1.696 -3.538  0.499
H 1.403 1.795 -3.778  -0.123
H 2.693 1.144 -4.227  -0.026
O -0.487 6.889 -1.971  -0.692
H 0.072 6.499 -1.299  0.172
H -0.659 7.776 -1.655  0.354
O 3.986 4.255 -0.171  -0.809
H 4.781 4.778 -0.067  0.223
H 3.392 4.584 0.503  -0.338
O -2.958 -1.203 -5.014  -0.571
H -3.840 -1.566 -5.090  0.274
H -2.475 -1.851 -4.501  -0.001
O 6.073 2.670 -1.140  -0.437
H 6.476 2.971 -0.325  0.145
H 6.810 2.390 -1.683  0.177
C -3.559 -3.298 2.661  -0.387
C -4.328 -3.699 1.358  -0.691
O -3.500 -3.717 0.171  0.395
O -3.412 -1.806 2.785  0.380
H -2.597 -3.796 2.538  -0.105
H -3.989 -3.765 3.547  0.655
H -5.182 -3.066 1.120  0.074
H -4.655 -4.720 1.552  0.414
H -2.797 -3.065 0.224  0.047
H -2.823 -1.494 2.094  -0.530
C 0.830 6.099 1.036  0.530
C 1.392 5.036 1.995  -0.418
O 2.753 5.300 2.131  -0.657
O 1.385 5.854 -0.280  -0.344
H 0.891 7.153 1.308  0.690
H -0.223 5.816 1.057  -0.893
H 1.197 4.052 1.570  -0.343
H 0.897 5.081 2.965  0.790
H 2.932 6.135 2.570  0.353
H 2.168 6.389 -0.429  0.177
C 1.007 -6.891 4.092  -0.721
C 1.660 -5.511 4.431  -0.584
O 0.946 -4.404 3.914  0.057
O 1.278 -7.305 2.794  -0.581
H -0.063 -6.887 4.301  0.282
H 1.530 -7.535 4.799  0.371
H 2.712 -5.466 4.152  0.365
H 1.476 -5.366 5.496  0.423
H 1.032 -4.426 2.958  -0.217
H 0.406 -7.427 2.411  0.302
C 1.076 -4.522 0.437  1.356
C 2.561 -4.665 0.155  -0.562
O 2.817 -5.682 -0.796  -0.576
O 1.013 -3.524 1.482  0.405
H 0.648 -5.467 0.771  -0.141
H 0.414 -4.351 -0.413  -0.728
H 3.135 -4.927 1.044  0.331
H 3.014 -3.698 -0.063  -0.053
H 2.716 -6.512 -0.325  0.369
H 0.636 -2.718 1.122  -1.053
C -6.242 -3.761 -2.267  -0.576
C -4.791 -4.189 -2.727  -0.229
O -3.819 -3.230 -2.533  -0.540
O -6.783 -2.599 -2.893  -0.645
H -6.371 -3.659 -1.189  0.192
H -6.806 -4.652 -2.543  0.408
H -4.844 -4.507 -3.768  0.517
H -4.375 -5.001 -2.130  0.128
H -3.900 -3.013 -1.601  -0.212
H -6.514 -1.825 -2.394  0.304
C -3.377 -8.077 0.416  -0.488
C -2.076 -7.170 0.469  0.912
O -1.598 -7.107 1.814  -0.484
O -3.066 -9.441 0.299  -0.579
H -3.889 -7.852 -0.520  0.284
H -4.124 -8.002 1.206  0.393
H -2.353 -6.128 0.311  -0.668
H -1.185 -7.354 -0.132  0.130
H -2.204 -6.720 2.449  0.269
H -2.423 -9.500 -0.412  0.329
C -1.351 1.533 -5.432  -0.973
C -1.311 1.501 -3.835  0.836
O -0.256 2.309 -3.271  -0.134
O -0.208 0.842 -5.971  -0.345
H -1.455 2.533 -5.854  0.391
H -2.186 0.963 -5.839  0.376
H -1.288 0.469 -3.483  -0.590
H -2.157 2.060 -3.436  0.191
H -0.484 3.222 -3.458  -0.314
H -0.199 0.817 -6.930  0.233
C -5.634 -0.213 5.183  -0.634
C -4.535 0.934 5.196  0.398
O -3.476 0.751 6.169  -0.573
O -5.210 -1.506 4.901  -0.564
H -6.321 0.005 4.365  0.279
H -6.163 -0.085 6.128  0.366
H -5.041 1.899 5.199  0.405
H -4.198 1.078 4.169  -0.394
H -2.955 1.557 6.133  0.395
H -4.764 -1.467 4.052  0.206
C 3.598 2.652 3.833  -0.649
C 4.877 3.071 3.150  -0.311
O 5.742 2.021 3.210  -0.483
O 2.739 2.180 2.765  1.541
H 3.142 3.496 4.352  0.223
H 3.734 1.830 4.536  0.402
H 5.393 3.852 3.709  0.442
H 4.650 3.377 2.129  -0.327
H 5.992 1.946 4.133  0.388
H 1.879 1.837 3.015  -0.612
C -1.669 3.813 3.492  1.142
C -2.162 4.329 4.790  -0.759
O -2.305 3.410 5.829  -0.479
O -2.767 3.261 2.740  1.480
H -0.837 3.110 3.483  -0.095
H -1.332 4.596 2.812  -0.639
H -3.146 4.791 4.719  0.266
H -1.373 5.008 5.114  0.327
H -2.550 3.863 6.640  0.232
H -2.464 2.410 2.414  -0.796
C -2.191 4.691 -0.481  2.931
C -3.073 3.561 -1.010  0.188
O -4.191 3.238 -0.117  -0.825
O -2.964 5.852 -0.581  -0.670
H -1.215 4.811 -0.952  -1.419
H -1.935 4.354 0.523  -1.391
H -2.493 2.638 -0.976  -0.455
H -3.402 3.799 -2.021  0.896
H -3.737 2.793 0.601  0.123
H -3.528 5.956 -1.351  0.458
C -5.416 5.897 2.069  -0.124
C -4.643 7.133 2.487  -0.479
O -3.277 6.836 2.426  -0.512
O -5.382 4.756 2.899  -0.571
H -5.192 5.605 1.043  -0.012
H -6.475 6.129 1.956  0.478
H -4.958 7.480 3.470  0.300
H -4.883 7.888 1.738  0.385
H -3.024 6.720 1.508  0.158
H -4.635 4.268 2.544  0.007
C 6.004 -1.487 0.160  0.469
C 6.075 -2.277 -1.206  -0.932
O 4.880 -1.983 -1.989  -0.237
O 6.392 -0.166 -0.031  -0.431
H 6.706 -2.003 0.816  0.609
H 4.994 -1.493 0.568  -0.575
H 6.119 -3.366 -1.181  0.498
H 6.908 -1.833 -1.751  0.355
H 4.694 -2.601 -2.699  0.161
H 7.230 -0.025 0.416  0.242
C 2.443 -1.218 -5.497  -1.042
C 1.541 -1.549 -4.317  1.905
O 0.715 -2.603 -4.638  -0.748
O 3.515 -0.284 -5.170  -0.372
H 1.826 -0.961 -6.358  0.204
H 2.971 -2.158 -5.653  0.495
H 0.843 -0.798 -3.945  -0.865
H 2.183 -1.771 -3.464  -0.478
H -0.095 -2.496 -4.134  0.092
H 4.230 -0.320 -5.810  0.252
C -0.399 0.087 4.872  0.341
C -0.594 -1.407 4.463  -0.406
O 0.229 -2.238 5.251  -0.592
O 0.921 0.547 4.466  -0.752
H -0.562 0.368 5.912  0.280
H -1.112 0.745 4.377  -0.407
H -0.189 -1.532 3.459  0.162
H -1.666 -1.517 4.628  0.358
H 0.451 -3.063 4.813  0.516
H 1.523 -0.200 4.432  -0.052
C 3.712 -1.526 3.694  0.390
C 3.696 -2.278 5.041  -0.430
O 2.914 -1.619 6.087  -0.632
O 2.459 -1.417 3.096  1.807
H 4.418 -1.919 2.963  0.372
H 4.010 -0.491 3.866  -0.552
H 4.673 -2.373 5.515  0.482
H 3.386 -3.307 4.862  -0.169
H 1.975 -1.788 5.979  0.425
H 2.246 -2.277 2.726  -0.764
C -5.672 -0.196 -0.656  -0.602
C -4.641 0.230 -1.696  0.937
O -4.963 1.450 -2.221  -0.728
O -6.950 -0.312 -1.190  -0.610
H -5.729 0.541 0.145  0.420
H -5.431 -1.173 -0.238  0.092
H -4.529 -0.500 -2.498  0.137
H -3.614 0.203 -1.331  -0.476
H -4.813 2.162 -1.596  0.516
H -7.149 0.492 -1.675  0.361
C 0.502 -6.343 -3.216  -0.464
C -0.936 -5.880 -2.815  1.080
O -1.884 -6.938 -3.044  -0.585
O 0.555 -6.649 -4.618  -0.528
H 0.806 -7.155 -2.554  0.423
H 1.173 -5.530 -2.941  0.135
H -1.185 -4.900 -3.223  -0.236
H -0.982 -5.604 -1.761  -0.508
H -2.014 -7.231 -3.949  0.304
H 0.983 -7.502 -4.726  0.337

## Properties
E_HOMO in eV: -5.6
Net charge: 0
Energy in eV: -163778.7892
Frontier orbital gap in eV: 3.7

***

(3)
Molecular formula: C4H9NO2
Method: DFT, the ωB97M-V functional and the def2-TZVPD basis

Last column: Mulliken charge in e.
Geometry (Å):
C -1.859 -0.157 -1.368  -1.283
C -0.598 0.251 -0.613  -0.284
N -0.244 -0.647 0.565  -0.124
C 0.766 -0.120 1.527  -0.455
C 2.065 0.361 0.777  0.499
O 2.473 -0.504 -0.209  -0.431
O 2.607 1.387 0.952  -0.386
H -2.749 0.305 -0.910  0.371
H -1.762 0.315 -2.346  0.378
H -1.803 -1.216 -1.657  0.380
H 0.238 0.393 -1.328  0.408
H -0.743 1.231 -0.125  0.346
H -1.109 -0.831 1.079  0.365
H 0.632 -0.711 2.426  0.455
H 0.376 0.874 1.808  0.383
H 1.712 -0.931 -0.579  0.378

## Properties
Multiplicity: 2
<S²>: 0.75
E_HOMO (alpha / beta) in eV: -15.7 / -15.6
Net charge: +1
Energy relative to the best compared isomer or geometry (same formula, charge and spin) in kJ/mol: 222.5
Energy in eV: -9868.8956
Frontier orbital gap (alpha / beta) in eV: 11.9 / 6.6

***

(4)
Molecular formula: C3H12N2O
Method: DFT, the ωB97M-V functional and the def2-TZVPD basis

Last column: Mulliken charge in e.
Geometry (Å):
N 1.309 -0.337 1.856  -0.200
C 0.340 -0.944 0.949  -0.555
C -0.868 -0.086 0.550  -0.649
C -0.856 -0.075 -0.984  -0.438
N -2.210 0.468 -1.655  -0.532
H 2.219 -0.257 1.512  0.261
H 1.215 -0.353 2.848  0.277
H 0.936 -1.317 0.131  0.484
H -0.046 -1.735 1.586  0.377
H -1.035 0.872 0.901  0.482
H -1.871 -0.433 0.885  0.403
H 0.007 0.445 -1.250  0.299
H -0.610 -1.153 -1.364  0.268
H -1.939 1.250 -2.184  0.288
H -2.788 0.865 -0.932  0.259
H 2.419 0.524 -1.568  0.342
H 2.049 1.264 -0.158  0.298
O 1.728 1.002 -1.122  -0.663

## Properties
Multiplicity: 2
<S²>: 0.76
E_HOMO (alpha / beta) in eV: -13.8 / -12.9
Net charge: +1
Energy relative to the best compared isomer or geometry (same formula, charge and spin) in kJ/mol: 211.7
Energy in eV: -8322.6569
Frontier orbital gap (alpha / beta) in eV: 10.2 / 4.2

***

(5)
Molecular formula: C23H17F3O10P
Method: DFT, the ωB97M-V functional and the def2-TZVPD basis

Last column: Mulliken charge in e.
Geometry (Å):
C 4.351 -1.685 3.503  -0.870
P 2.919 -0.717 2.776  0.091
O 3.666 0.340 1.651  -0.457
C 1.861 -1.825 1.728  1.097
C 0.858 -1.275 1.003  0.151
C 0.489 0.217 1.001  -0.510
C -1.050 0.501 0.930  0.267
O -1.337 1.649 0.123  -0.577
C -1.657 0.786 2.356  0.722
F -2.981 1.096 2.217  -0.267
F -1.638 -0.366 3.093  -0.275
F -1.033 1.793 3.017  -0.274
C 0.036 -2.265 0.107  0.444
O -0.276 -1.907 -1.004  -0.628
C -0.265 -3.624 0.735  -0.893
C 0.718 -4.176 1.483  0.617
C 0.467 -5.578 2.118  0.120
O -0.021 -6.432 1.359  -0.699
O 0.712 -5.775 3.335  -0.737
C 2.043 -3.374 1.619  -0.024
O 3.112 -3.914 1.603  -0.558
H 4.166 -2.777 3.583  0.338
H 4.528 -1.247 4.517  0.314
H 5.266 -1.450 2.900  0.242
H 4.093 -0.248 0.998  0.332
H 0.874 0.772 1.896  0.334
H 0.995 0.698 0.117  0.103
H -1.656 -0.331 0.513  0.187
H -0.789 2.399 0.402  0.326
H -1.245 -4.105 0.575  0.403
C 3.010 3.921 -0.617  -0.269
C 3.390 5.029 -1.249  -0.387
C 3.249 5.163 -2.718  0.340
O 3.598 6.173 -3.295  -0.567
C 2.668 4.017 -3.456  -0.361
C 2.288 2.908 -2.824  -0.399
C 2.429 2.776 -1.356  0.125
O 2.082 1.767 -0.777  -0.405
H 3.105 3.803 0.455  0.472
H 3.816 5.876 -0.726  0.408
H 2.573 4.133 -4.528  0.401
H 1.862 2.061 -3.346  0.459
C -4.074 0.575 -1.978  -0.134
C -4.892 0.717 -3.019  -0.401
C -5.987 -0.247 -3.273  0.306
O -6.733 -0.119 -4.224  -0.576
C -6.138 -1.376 -2.325  -0.410
C -5.320 -1.519 -1.284  -0.390
C -4.226 -0.553 -1.030  0.146
O -3.481 -0.678 -0.083  -0.388
H -3.267 1.268 -1.774  0.471
H -4.797 1.535 -3.721  0.416
H -6.944 -2.070 -2.526  0.394
H -5.415 -2.337 -0.581  0.433

## Properties
E_HOMO in eV: -4.6
Net charge: -1
Energy in eV: -62041.3468
Frontier orbital gap in eV: 4.3

***

(6)
Molecular formula: C5H7N
Method: DFT, the ωB97M-V functional and the def2-TZVPD basis

Last column: Mulliken charge in e.
Geometry (Å):
C -1.497 0.256 1.480  -1.294
C -0.278 0.026 0.616  0.760
C 0.811 -0.251 1.335  -0.654
C 1.917 -0.371 -1.029  -0.924
C 0.711 -0.136 -1.551  0.068
N -0.408 0.062 -0.763  -0.172
H -1.871 1.278 1.362  0.322
H -2.291 -0.452 1.217  0.316
H -1.245 0.109 2.533  0.354
H 2.134 -0.252 0.027  0.392
H 2.769 -0.619 -1.637  0.244
H 0.522 -0.125 -2.621  0.341
H -1.237 0.470 -1.166  0.248

## Properties
E_HOMO in eV: -8.4
Net charge: 0
Energy relative to the best compared isomer or geometry (same formula, charge and spin) in kJ/mol: 424.4
Energy in eV: -6784.1143
Frontier orbital gap in eV: 8.6

***

The highest net charge belongs to which entry? C19H31ClMnN2S